No. 1
# C3H16NO7

6 unconnected molecules or ions with the total composition C3H16NO7 in a non-equilibrium geometry (ωB97M-V with the def2-TZVPD basis set, the Open Molecules 2025 dataset).

Properties
Orbital gap = 8.6 eV

```
! wB97M-V def2-TZVPD RIJCOSX def2/J DEFGRID3
* xyz -1 1
O -2.00121 -1.44340 -1.56353
C -1.80472 -1.15052 -0.37865
N -0.61626 -1.13370 0.22069
C 0.69900 -1.69281 -0.25723
O 1.69647 -1.11689 0.47425
C -3.00039 -0.72738 0.45932
H -0.48052 -0.51269 1.00694
H 0.71915 -1.46193 -1.31916
H 0.68517 -2.76472 -0.03388
H -3.33912 -1.63368 0.97451
H -2.82719 -0.03519 1.28161
H -3.75492 -0.39836 -0.24872
H 1.47645 0.38180 0.50392
H 1.73491 1.44555 1.65750
O 1.26349 1.33556 0.83657
H 1.99763 1.68422 -2.33209
H 2.46800 1.34084 -0.99133
O 2.80517 1.73512 -1.81650
H 1.55878 -1.10028 2.02297
H 1.96870 -2.01028 3.22772
O 1.58604 -1.15013 3.04492
H -0.78145 0.96230 -3.05118
H -0.90542 -0.56113 -2.90091
O -0.27532 0.14885 -3.12796
H 0.08104 2.66859 0.42797
H -0.33424 3.84687 1.32258
O -0.61927 3.34336 0.55966
*
```

From a Mulliken analysis of the wavefunction, the atomic charges in e read:
1 O -0.77
2 C 0.74
3 N -0.02
4 C -0.51
5 O -0.89
6 C -1.15
7 H 0.25
8 H 0.33
9 H 0.29
10 H 0.27
11 H 0.36
12 H 0.32
13 H 0.23
14 H 0.24
15 O -0.70
16 H 0.31
17 H 0.38
18 O -0.69
19 H 0.44
20 H 0.26
21 O -0.76
22 H 0.30
23 H 0.33
24 O -0.62
25 H 0.44
26 H 0.26
27 O -0.66



No. 2
# C6H12O

C6H12O in the gas phase in a non-equilibrium geometry (ωB97M-V with the def2-TZVPD basis set, the Open Molecules 2025 dataset).

Properties
Orbital gap = 9.2 eV

```
! wB97M-V def2-TZVPD RIJCOSX def2/J DEFGRID3
* xyz 0 1
C 0.77210 -1.69839 -0.39170
C -0.75947 -1.28505 -0.41387
C -0.71261 0.19345 -0.51595
C 0.25561 0.77098 0.42869
C 1.58817 1.39835 0.02228
C -1.48816 1.14322 0.28314
O -2.25586 0.80654 1.38813
H 1.50389 -1.37046 0.38387
H 1.24330 -1.37648 -1.33120
H 0.78515 -2.77116 -0.31883
H -1.33139 -1.72065 -1.25405
H -1.30308 -1.58525 0.50008
H -0.56640 0.61040 -1.51327
H 0.34783 0.20701 1.36701
H 1.75445 2.29741 0.61318
H 2.48211 0.75987 0.18641
H 1.60747 1.65109 -1.04351
H -2.06717 1.91820 -0.24736
H -1.84176 0.06048 1.83540
*
```

From a Mulliken analysis of the wavefunction, the atomic charges in e read:
1 C -1.06
2 C -0.54
3 C 0.02
4 C -0.14
5 C -1.31
6 C -0.41
7 O -0.53
8 H 0.30
9 H 0.26
10 H 0.40
11 H 0.33
12 H 0.19
13 H 0.42
14 H 0.40
15 H 0.35
16 H 0.30
17 H 0.32
18 H 0.36
19 H 0.33



No. 3
# C24H22BBr2F8LuN3PSSb

A molecular structure, C24H22BBr2F8LuN3PSSb in a non-equilibrium geometry (ωB97M-V with the def2-TZVPD basis set, the Open Molecules 2025 dataset).

Properties
Orbital gap (alpha / beta) = 6.2 / 7.6 eV

```
! wB97M-V def2-TZVPD RIJCOSX def2/J DEFGRID3
* xyz 0 2
Lu -0.64398 1.87258 -0.98603
Br -0.52408 -0.07312 -3.50593
C -1.67168 0.88988 -4.64313
Br -1.47028 3.19788 -3.19053
H -2.70258 0.59178 -4.59833
H -1.24518 1.15588 -5.58803
C 1.75722 -4.73612 -1.29963
C 2.10742 -4.19392 -0.07603
C 1.51362 -3.02642 0.36737
C 0.56072 -2.37962 -0.41323
C 0.19672 -2.94492 -1.63193
C 0.79752 -4.10862 -2.07613
P -0.28488 -0.81912 0.12257
C 0.68672 -0.44462 1.62667
C 0.21942 -0.35462 2.93267
C 1.06992 0.07328 3.94027
C 2.37562 0.42728 3.64967
C 2.85002 0.33498 2.35077
C 2.01042 -0.09632 1.34457
C -1.81138 -1.70262 0.68777
C -1.69968 -2.61632 1.72937
C -2.78868 -3.35812 2.15097
C -4.00048 -3.25232 1.48687
C -4.12098 -2.37812 0.42747
C -3.05118 -1.55852 0.02357
H 2.22552 -5.64502 -1.64403
H 2.84742 -4.68072 0.54127
H 1.80102 -2.62072 1.32527
H -0.56418 -2.47722 -2.23863
H 0.51772 -4.52182 -3.03283
H -0.80438 -0.60132 3.17667
H 0.69452 0.16148 4.94827
H 3.02052 0.80278 4.42757
H 3.86882 0.61188 2.12417
H 2.36332 -0.15552 0.31897
H -0.74408 -2.74982 2.21537
H -2.68878 -4.02622 2.99267
H -4.84298 -3.84942 1.79857
H -5.06118 -2.28392 -0.09373
C 1.50152 4.57038 -1.70093
C 2.14362 3.29158 -2.08353
N 1.58092 2.09108 -2.05573
C 2.56432 1.20058 -2.40993
C 3.71962 1.86998 -2.66203
N 3.43502 3.19098 -2.45523
H 0.58592 4.73648 -2.26873
H 2.17562 5.40388 -1.87753
H 1.24702 4.55658 -0.63843
H 2.37672 0.14548 -2.47443
H 4.69042 1.52798 -2.95503
H 4.07812 3.95958 -2.55733
S -3.82408 0.37328 2.84867
C -2.64538 0.93808 2.03007
N -1.71758 1.29538 1.33827
F -4.42338 -0.56022 -1.83963
B -3.37678 -0.50812 -1.05433
F -2.63038 0.62608 -1.26623
F 0.72172 2.30868 0.40827
Sb -0.74648 3.03578 1.96427
F -1.66248 3.36848 -0.16723
F -0.03438 4.74648 1.31247
F -2.38158 4.01228 2.29637
F 1.02282 2.99608 2.80647
F -1.16428 2.35848 3.77037
*
```

From a Mulliken analysis of the wavefunction, the atomic charges in e read:
1 Lu 1.74
2 Br 0.23
3 C -0.93
4 Br -0.50
5 H 0.35
6 H 0.40
7 C -0.57
8 C -0.75
9 C -0.45
10 C 1.15
11 C -0.83
12 C -0.89
13 P 1.52
14 C 0.90
15 C -0.57
16 C -0.59
17 C -0.85
18 C -0.70
19 C -0.82
20 C 0.52
21 C -0.91
22 C -0.90
23 C -0.74
24 C -0.55
25 C 0.49
26 H 0.41
27 H 0.44
28 H 0.33
29 H 0.40
30 H 0.44
31 H 0.27
32 H 0.44
33 H 0.38
34 H 0.42
35 H 0.46
36 H 0.45
37 H 0.46
38 H 0.41
39 H 0.50
40 C -1.17
41 C 0.58
42 N 0.31
43 C -0.53
44 C -0.84
45 N -0.10
46 H 0.24
47 H 0.44
48 H 0.10
49 H 0.39
50 H 0.44
51 H 0.20
52 S -0.25
53 C 0.18
54 N -0.04
55 F -0.20
56 B 0.36
57 F -0.19
58 F -0.61
59 Sb 1.93
60 F -0.60
61 F -0.55
62 F -0.51
63 F -0.57
64 F -0.57



No. 4
# C6H10O

C6H10O in the gas phase in a non-equilibrium geometry (ωB97M-V with the def2-TZVPD basis set, the Open Molecules 2025 dataset).

Properties
Orbital gap = 10.8 eV

```
! wB97M-V def2-TZVPD RIJCOSX def2/J DEFGRID3
* xyz 0 1
C -1.92073 -0.25113 0.23719
C -1.10695 0.83688 -0.39085
C -0.09144 1.49569 0.49322
C 0.31668 0.42245 -0.53730
C 0.84710 -1.09524 -0.39409
C 2.19398 -0.92880 0.29909
O 2.72916 0.15228 0.31077
H -2.82896 0.12457 0.70559
H -1.29974 -0.73728 0.99824
H -2.16134 -1.00270 -0.52087
H -1.57840 1.42073 -1.18472
H 0.11056 2.56424 0.31974
H -0.07555 1.27302 1.55592
H 0.88394 0.90039 -1.33324
H 0.94872 -1.39123 -1.45280
H 0.36106 -2.03183 0.01177
H 2.67192 -1.75204 0.88236
*
```

From a Mulliken analysis of the wavefunction, the atomic charges in e read:
1 C -1.37
2 C 0.28
3 C -0.68
4 C -0.25
5 C -0.65
6 C -0.02
7 O -0.47
8 H 0.37
9 H 0.30
10 H 0.30
11 H 0.35
12 H 0.23
13 H 0.22
14 H 0.32
15 H 0.33
16 H 0.36
17 H 0.37



For the records above, the corresponding relative energy (zero: lowest compared OMol25 entry of this formula, charge and spin) values read 1.598, 2.943, 2.795, 1.653 eV.